No. 1
{
  "formula": "C5H11NO",
  "method": "ωB97M-V/def2-TZVPD",
  "total_charge": 0,
  "orbital_gap_ha": 0.386,
  "homo_energy_ha": -0.3431,
  "smiles": "CCN1C[C@H]1CO",
  "e_above_lowest_kj_mol": 243.3,
  "elements": ["C", "C", "N", "C", "C", "C", "O", "H", "H", "H", "H", "H", "H", "H", "H", "H", "H", "H"],
  "xyz": [[-1.954379, -0.993134, -0.538307], [-1.497509, -0.113658, 0.616776], [-0.043743, -0.107950, 0.710763], [0.581291, 1.106340, 1.190386], [0.637172, 0.734845, -0.245810], [1.935536, 0.166707, -0.790313], [1.933443, -1.213109, -1.054946], [-3.045970, -1.077201, -0.551624], [-1.522806, -1.994168, -0.447663], [-1.633175, -0.576992, -1.499910], [-1.897746, 0.909791, 0.490192], [-1.885801, -0.497731, 1.566587], [-0.050554, 1.943047, 1.482850], [1.483091, 0.960401, 1.786109], [0.020927, 1.340749, -0.915165], [2.169923, 0.685142, -1.738641], [2.669010, 0.228983, 0.087923], [2.101284, -1.502060, -0.149209]],
  "forces_ev_per_a": [[0.0, 0.0, 0.0], [-0.2, 0.0, 0.0], [-0.1, 0.0, 0.1], [0.0, 0.2, 0.2], [0.0, 0.0, -0.2], [0.6, 0.6, 0.8], [-0.2, -0.3, 0.4], [0.2, 0.0, 0.0], [-0.1, 0.1, 0.0], [0.0, -0.1, 0.2], [0.1, -0.1, 0.0], [0.0, 0.1, -0.1], [0.0, -0.1, 0.0], [-0.2, 0.1, 0.0], [0.1, -0.2, 0.1], [0.5, 0.0, 0.7], [-0.3, 1.0, -1.6], [-0.4, -1.1, -0.5]]
}

No. 2
{
  "formula": "C54H45Cl2N4O4SW",
  "method": "ωB97M-V/def2-TZVPD",
  "total_charge": 3,
  "orbital_gap_ha": 0.226,
  "homo_energy_ha": -0.5779,
  "e_above_lowest_kj_mol": 36.6,
  "elements": ["W", "Cl", "C", "C", "C", "C", "C", "Cl", "C", "S", "H", "H", "H", "N", "C", "C", "C", "C", "C", "N", "C", "C", "C", "C", "C", "N", "H", "H", "H", "H", "H", "H", "H", "H", "H", "C", "C", "C", "O", "C", "C", "O", "C", "O", "C", "C", "C", "C", "C", "C", "C", "C", "C", "C", "C", "C", "C", "O", "C", "C", "C", "C", "C", "C", "C", "C", "C", "C", "C", "C", "H", "H", "H", "H", "H", "H", "H", "H", "H", "H", "H", "H", "H", "H", "H", "H", "H", "H", "H", "H", "H", "H", "H", "H", "H", "H", "H", "H", "N", "C", "C", "C", "C", "C", "C", "C", "H", "H", "H", "H", "H"],
  "xyz": [[0.961979, -0.166006, -0.627168], [0.011201, -0.280614, -3.377274], [0.043443, -1.954551, -3.845987], [-0.299576, -2.314580, -5.133986], [-0.228698, -3.659826, -5.468778], [0.184786, -4.602188, -4.539172], [0.530576, -4.210839, -3.255461], [1.036821, -5.401250, -2.120233], [0.461825, -2.859448, -2.879240], [0.827133, -2.441210, -1.216279], [-0.616872, -1.571285, -5.849922], [-0.497381, -3.976618, -6.466493], [0.241706, -5.648359, -4.803068], [3.993368, 0.479166, 0.876974], [3.090425, 1.486677, 1.161905], [3.479818, 2.462562, 2.089381], [2.616353, 3.477335, 2.406009], [1.373324, 3.527015, 1.766079], [1.061218, 2.549097, 0.864054], [1.890896, 1.506143, 0.576341], [4.176237, -0.198944, -0.309126], [5.470562, -0.662315, -0.596840], [5.719752, -1.259688, -1.802997], [4.674778, -1.379528, -2.730592], [3.432514, -0.954231, -2.364998], [3.152920, -0.395933, -1.147719], [4.827488, 0.517805, 1.444694], [4.465246, 2.406977, 2.533041], [2.903525, 4.234165, 3.122394], [0.660364, 4.314848, 1.957584], [0.119282, 2.577112, 0.336230], [6.260108, -0.514434, 0.127521], [6.713331, -1.614826, -2.040436], [4.827514, -1.816949, -3.705535], [2.595264, -1.061938, -3.041215], [-3.990458, -1.328203, 3.975788], [-3.452572, -1.345395, 2.564987], [-4.408923, -1.981253, 1.581379], [-3.119332, 0.007379, 2.179149], [-1.860985, 0.058428, 1.564258], [-1.330753, -1.385530, 1.630305], [-2.189032, -2.026377, 2.537641], [0.102107, -1.586159, 2.172091], [0.963884, -0.920591, 0.966666], [0.482918, -0.785708, 3.392824], [-0.382078, -0.747063, 4.484425], [-0.014119, -0.083966, 5.645843], [1.225114, 0.527440, 5.749589], [2.106183, 0.452984, 4.682042], [1.738211, -0.202088, 3.516448], [0.539674, -3.014097, 2.184310], [1.710530, -3.373352, 2.858498], [2.142861, -4.687096, 2.869789], [1.400214, -5.668490, 2.227998], [0.222799, -5.329775, 1.576973], [-0.204591, -4.014020, 1.549162], [-2.077715, 0.655194, 0.149315], [-0.697494, 0.465031, -0.510368], [-2.294072, 2.149229, 0.166011], [-2.509971, 2.853136, 1.345119], [-2.715198, 4.228179, 1.303418], [-2.709603, 4.899924, 0.092549], [-2.519617, 4.192388, -1.091226], [-2.313735, 2.824611, -1.054469], [-3.064469, -0.070645, -0.731164], [-4.379119, 0.393378, -0.753836], [-5.349544, -0.283735, -1.476910], [-5.016270, -1.421475, -2.197098], [-3.706847, -1.878862, -2.190572], [-2.737051, -1.211373, -1.457629], [-4.995842, -0.911208, 3.980413], [-3.361580, -0.718818, 4.619475], [-4.045376, -2.343770, 4.364543], [-5.294366, -1.359523, 1.464861], [-4.718930, -2.951795, 1.966157], [-3.948006, -2.125464, 0.606717], [-1.194458, 0.731572, 2.121149], [-1.376974, -1.851965, 0.639105], [-1.322634, -1.267692, 4.449262], [-0.698031, -0.067345, 6.483452], [1.511699, 1.026107, 6.664561], [3.094938, 0.884190, 4.768149], [2.461737, -0.313837, 2.723415], [2.278798, -2.630943, 3.400278], [3.045628, -4.950156, 3.403147], [1.727124, -6.698704, 2.255411], [-0.376769, -6.095687, 1.104694], [-1.145435, -3.797064, 1.063602], [-2.568434, 2.342131, 2.294738], [-2.910299, 4.767313, 2.220387], [-2.890011, 5.965669, 0.064354], [-2.575076, 4.705476, -2.042564], [-2.213771, 2.266608, -1.978924], [-4.654693, 1.275161, -0.192981], [-6.366788, 0.081713, -1.480003], [-5.773771, -1.946682, -2.761894], [-3.439829, -2.764531, -2.753248], [-1.728835, -1.598318, -1.468197], [1.365052, 1.599935, -1.946292], [1.508021, 2.551484, -2.583529], [1.694347, 3.708866, -3.386821], [2.627220, 3.690093, -4.428883], [2.792254, 4.835652, -5.184824], [2.040157, 5.969951, -4.897646], [1.116984, 5.979036, -3.857007], [0.933106, 4.845109, -3.087480], [3.201241, 2.799223, -4.640415], [3.504169, 4.847985, -5.997490], [2.176558, 6.862235, -5.493931], [0.543393, 6.870972, -3.647732], [0.225306, 4.831628, -2.270998]],
  "forces_ev_per_a": [[0.2, -0.4, 0.3], [0.0, 0.0, -0.1], [0.0, 0.0, 0.0], [0.0, 0.0, 0.1], [0.0, 0.0, 0.0], [0.0, 0.1, 0.0], [0.0, 0.0, 0.0], [0.0, 0.0, 0.0], [0.0, -0.1, -0.1], [-0.1, 0.1, 0.1], [0.0, 0.0, 0.0], [0.0, 0.0, 0.0], [0.0, 0.0, 0.0], [0.0, -0.2, 0.1], [0.0, 0.2, 0.1], [0.0, -0.1, -0.1], [-0.2, 0.0, -0.1], [0.1, 0.0, 0.0], [0.0, 0.0, 0.0], [0.1, 0.1, 0.1], [0.2, 0.0, -0.1], [-0.1, 0.0, 0.0], [-0.1, 0.0, 0.0], [0.0, 0.0, 0.1], [0.0, 0.0, 0.0], [-0.1, 0.1, -0.1], [0.0, 0.0, 0.0], [0.0, 0.0, 0.0], [0.0, 0.0, 0.0], [0.0, 0.0, 0.0], [0.0, 0.0, 0.0], [0.0, 0.0, 0.0], [0.0, 0.0, 0.0], [0.0, 0.0, 0.0], [0.0, 0.0, 0.0], [0.0, 0.0, -0.1], [0.1, 0.1, -0.1], [0.0, -0.1, 0.1], [0.1, 0.0, 0.1], [-0.1, 0.0, 0.0], [-0.1, -0.1, 0.0], [0.0, 0.0, 0.0], [-0.1, -0.1, 0.1], [0.3, 0.4, -0.3], [0.0, -0.1, 0.0], [0.0, 0.1, 0.0], [0.0, 0.0, 0.0], [0.0, 0.0, 0.0], [0.0, 0.0, 0.0], [0.1, 0.1, 0.0], [0.0, 0.0, 0.0], [0.1, 0.0, 0.0], [0.0, 0.0, 0.0], [0.0, 0.0, 0.0], [0.0, 0.0, 0.0], [0.0, 0.0, 0.0], [0.5, 0.0, -0.2], [-0.2, 0.0, 0.0], [0.0, 0.0, 0.0], [0.0, 0.0, 0.0], [0.0, 0.0, 0.0], [0.0, 0.0, 0.0], [0.0, 0.0, 0.0], [0.0, 0.0, 0.0], [-0.2, 0.1, 0.1], [0.0, -0.1, 0.0], [0.1, 0.0, 0.0], [0.0, 0.0, 0.0], [0.0, 0.0, 0.0], [0.0, 0.0, -0.1], [0.0, 0.0, 0.0], [0.0, 0.0, 0.0], [0.0, 0.0, 0.0], [0.0, 0.0, 0.0], [0.0, 0.0, 0.0], [0.0, 0.0, 0.0], [-0.1, 0.0, 0.0], [0.0, 0.0, 0.1], [0.0, 0.0, 0.0], [0.0, 0.0, 0.0], [0.0, 0.0, 0.0], [0.0, 0.0, 0.0], [0.0, 0.0, 0.0], [0.0, 0.0, 0.0], [0.0, 0.0, 0.0], [0.0, 0.0, 0.0], [0.0, 0.0, 0.0], [0.0, 0.0, 0.0], [0.0, 0.0, 0.1], [0.0, 0.0, 0.0], [0.0, 0.0, 0.0], [0.0, 0.0, 0.0], [0.0, 0.0, 0.0], [0.0, 0.0, 0.0], [0.0, 0.0, 0.0], [0.0, 0.0, 0.0], [0.0, 0.0, 0.0], [0.0, 0.0, 0.0], [-0.1, 0.3, -0.2], [0.1, -0.3, 0.0], [-0.1, -0.1, 0.3], [0.0, 0.1, -0.1], [0.0, -0.1, 0.1], [0.0, 0.0, 0.0], [0.0, -0.1, 0.1], [0.1, 0.1, -0.2], [0.0, 0.0, 0.0], [0.0, 0.0, 0.0], [0.0, 0.0, 0.0], [0.0, 0.0, 0.0], [-0.1, 0.0, 0.0]]
}

No. 3
{
  "formula": "C27H20IN4Zr",
  "method": "ωB97M-V/def2-TZVPD",
  "total_charge": 3,
  "orbital_gap_ha": 0.222,
  "homo_energy_ha": -0.6218,
  "e_above_lowest_kj_mol": 14.4,
  "elements": ["Zr", "C", "C", "C", "C", "C", "C", "H", "H", "H", "H", "H", "H", "N", "C", "C", "C", "C", "C", "C", "C", "C", "C", "C", "C", "C", "N", "C", "C", "C", "C", "N", "H", "H", "H", "H", "H", "H", "H", "H", "H", "H", "I", "C", "C", "C", "C", "C", "N", "H", "H", "H", "H"],
  "xyz": [[-1.017858, 1.302507, -0.274549], [-2.906806, 2.613171, -1.756608], [-3.219732, 2.862172, -0.414586], [-2.302410, 3.539248, 0.397294], [-1.060413, 3.928307, -0.120931], [-0.724693, 3.628257, -1.447168], [-1.658115, 2.980222, -2.271332], [-3.666277, 2.215307, -2.411902], [-4.203671, 2.627664, -0.038187], [-2.589875, 3.837317, 1.392579], [-0.394669, 4.537997, 0.471332], [0.208568, 3.975399, -1.862381], [-1.438631, 2.842874, -3.318365], [4.484176, -7.097587, -0.842953], [3.875669, -6.119269, -0.833809], [3.113131, -4.893097, -0.822122], [3.749536, -3.687700, -0.521028], [3.022937, -2.520127, -0.508246], [1.649300, -2.534167, -0.813385], [1.030965, -3.752123, -1.143965], [1.750759, -4.926363, -1.126767], [0.908914, -1.299069, -0.880928], [-0.047116, -1.106180, -1.874188], [-0.206037, -1.799306, -3.068100], [-1.315991, -1.270347, -3.735420], [-1.807933, -0.265435, -2.945118], [-1.055226, -0.099157, -1.801153], [1.224158, -0.248781, 0.056961], [2.020006, -0.291844, 1.207572], [2.329418, 1.016893, 1.586796], [1.700309, 1.846079, 0.680508], [1.007582, 1.110683, -0.252974], [4.811686, -3.677095, -0.312678], [3.538952, -1.582375, -0.333322], [-0.031127, -3.780857, -1.360959], [1.271866, -5.872322, -1.348247], [0.454878, -2.577132, -3.431145], [-1.710432, -1.574660, -4.695679], [-2.679027, 0.334224, -3.138218], [2.370342, -1.198229, 1.688964], [2.964399, 1.326424, 2.408336], [1.752975, 2.919875, 0.600800], [-2.576246, -0.952845, 1.140170], [-1.825135, 0.350276, 2.585088], [-2.071000, 0.167804, 3.917927], [-1.527091, 1.105114, 4.785843], [-0.781119, 2.159999, 4.274232], [-0.597028, 2.249788, 2.917096], [-1.114066, 1.345713, 2.057114], [-2.657330, -0.667807, 4.273422], [-1.693417, 1.011808, 5.851798], [-0.344355, 2.906941, 4.922717], [-0.017689, 3.051820, 2.489888]],
  "forces_ev_per_a": [[-0.2, -0.5, 0.4], [0.0, 0.2, 0.1], [0.0, 0.3, -0.1], [-0.1, 0.2, -0.2], [-0.2, 0.2, -0.2], [-0.2, 0.2, 0.0], [0.0, 0.2, 0.1], [0.0, -0.2, 0.0], [-0.1, -0.1, 0.1], [0.0, -0.1, 0.2], [0.2, -0.1, 0.1], [0.2, -0.1, 0.0], [0.1, -0.2, -0.1], [-0.3, 0.4, 0.0], [0.1, -0.1, 0.0], [0.2, -0.4, 0.0], [0.1, 0.0, 0.0], [0.1, 0.0, 0.1], [0.1, 0.1, -0.2], [-0.1, -0.2, 0.1], [0.0, -0.1, -0.1], [0.3, 0.2, 0.3], [-0.5, 0.2, 0.1], [0.0, -0.3, -0.5], [0.1, -0.3, -0.2], [0.2, 0.1, 0.4], [0.0, -0.3, -0.7], [-0.2, 0.1, 0.0], [0.1, -0.3, 0.2], [0.1, 0.0, 0.1], [0.1, -0.1, -0.2], [0.5, 0.5, 0.0], [0.0, 0.0, 0.0], [-0.1, -0.1, 0.0], [0.1, 0.0, 0.1], [0.0, 0.1, 0.0], [-0.1, 0.1, 0.0], [0.1, 0.0, 0.1], [-0.1, 0.1, 0.0], [-0.1, 0.2, -0.1], [-0.1, -0.1, -0.1], [-0.1, 0.1, 0.0], [-0.1, 0.1, -0.2], [-0.1, -0.3, -0.2], [0.0, 0.0, 0.3], [0.0, 0.0, 0.2], [0.0, 0.0, 0.2], [0.1, -0.1, -0.1], [0.0, 0.1, 0.0], [0.0, 0.0, 0.0], [0.0, 0.0, 0.0], [0.0, 0.0, 0.0], [0.1, 0.1, -0.1]]
}

No. 4
{
  "formula": "C8H21CeI2O2P2",
  "method": "ωB97M-V/def2-TZVPD",
  "total_charge": 3,
  "orbital_gap_ha": [0.172, 0.181],
  "homo_energy_ha": [-0.6533, -0.6533],
  "elements": ["I", "I", "Ce", "P", "C", "C", "H", "H", "H", "H", "H", "H", "C", "H", "H", "H", "P", "C", "C", "H", "H", "H", "C", "H", "H", "H", "H", "H", "H", "C", "O", "C", "O", "H", "H", "H"],
  "xyz": [[-2.353331, 4.352298, -1.236687], [0.051563, 3.948497, -2.423534], [-0.474163, 0.162432, 0.360719], [1.519048, 1.429584, 1.588975], [3.255069, 1.439845, 1.198720], [0.899196, 3.114147, 1.819383], [1.456920, 3.615741, 2.609712], [1.877768, 1.114408, 4.008789], [-0.168793, 3.132069, 2.091752], [0.284062, 0.529179, 3.554216], [3.418373, 1.920463, 0.223624], [0.952268, 3.692532, 0.883165], [1.330243, 0.596542, 3.217598], [3.862385, 1.945252, 1.950034], [1.678469, -0.446292, 3.192770], [3.633891, 0.412125, 1.080484], [-1.781834, -0.946266, -1.676498], [-1.131639, -1.721571, -3.140590], [-2.631054, -2.252230, -0.698130], [-3.495514, 0.741195, -1.204205], [-3.865614, -0.213560, -2.655694], [-2.645664, 1.106908, -2.670368], [-3.060084, 0.262535, -2.096914], [-3.065688, -1.878244, 0.241857], [-3.449372, -2.712924, -1.256639], [-1.896924, -2.205355, -3.747648], [-0.368787, -2.472320, -2.879241], [-1.943053, -3.051053, -0.384968], [-0.603539, -0.979269, -3.756280], [1.487076, 0.099429, -1.571432], [2.367335, -0.536003, -1.998764], [1.006046, -2.897658, 1.082785], [0.316738, -1.638868, 0.869029], [2.091701, -2.727391, 1.288577], [0.925843, -3.551887, 0.179982], [0.521058, -3.384291, 1.955425]],
  "forces_ev_per_a": [[0.5, -0.3, -0.1], [-0.5, -0.2, 0.4], [0.4, -1.7, 0.9], [1.0, 0.4, 1.8], [0.7, -0.4, -1.0], [-0.7, 0.3, -0.7], [0.1, 0.0, 0.1], [0.0, 0.2, -0.2], [0.2, -0.1, 0.2], [0.1, 0.3, -0.1], [0.0, 0.1, 0.3], [0.3, -0.2, 0.3], [-0.4, -0.6, -0.1], [-0.2, 0.1, 0.1], [0.2, 0.3, -0.2], [-0.2, 0.2, 0.2], [-1.4, -1.4, -0.6], [1.2, 0.0, -0.6], [0.4, -0.1, 0.7], [0.0, -0.4, -0.1], [0.0, -0.1, 0.0], [0.0, -0.4, -0.1], [0.2, 1.0, 0.2], [-0.1, 0.2, -0.2], [0.0, 0.2, -0.2], [-0.2, 0.1, 0.1], [-0.3, 0.1, 0.1], [0.0, 0.2, -0.4], [-0.3, -0.1, 0.0], [4.3, -3.6, -1.8], [-4.4, 3.5, 1.9], [0.3, -0.8, 0.3], [-0.5, 2.2, -1.1], [-1.0, 0.1, -0.1], [-0.1, 0.7, 0.7], [0.4, 0.2, -0.6]]
}

No. 5
{
  "formula": "C4CeCl2GdO4",
  "method": "ωB97M-V/def2-TZVPD",
  "total_charge": 4,
  "orbital_gap_ha": [0.242, 0.319],
  "spin_multiplicity": 9,
  "homo_energy_ha": [-0.8785, -0.8791],
  "s2": 20.29,
  "elements": ["Gd", "Ce", "Cl", "Cl", "C", "C", "C", "O", "O", "O", "O", "C"],
  "xyz": [[0.092824, 0.620082, -3.339049], [0.007068, -0.383089, 3.610642], [-0.699279, 2.813165, -2.810796], [2.163790, -1.648993, 3.637870], [-0.786650, -1.726605, 5.256837], [-0.420821, 0.902149, -5.568040], [0.574234, -1.523980, -4.533831], [-1.061661, -2.613111, 5.993186], [-0.710913, 1.150227, -6.663122], [0.834394, -2.556858, -5.007403], [0.000463, 3.044026, 4.870664], [0.006556, 1.922990, 4.553044]],
  "forces_ev_per_a": [[0.3, 1.4, 2.7], [2.9, 0.0, -3.4], [0.0, -0.3, -0.2], [-1.6, 0.9, 0.0], [-3.4, -9.2, 8.5], [-2.2, 2.0, -8.3], [1.8, -7.4, -3.4], [1.8, 6.2, -5.0], [1.5, -1.4, 5.7], [-1.4, 5.7, 2.5], [0.0, -6.2, -1.7], [0.1, 8.2, 2.6]]
}